{
  "formula": "C23H41N2OP3Sc",
  "method": "wB97M-V/def2-TZVPD",
  "species": ["Sc", "P", "P", "P", "H", "C", "C", "H", "C", "C", "C", "C", "C", "C", "C", "C", "C", "H", "H", "H", "H", "H", "H", "H", "H", "H", "H", "H", "H", "H", "H", "H", "H", "H", "H", "H", "H", "H", "H", "H", "H", "H", "H", "H", "H", "H", "C", "C", "C", "C", "C", "C", "O", "H", "H", "H", "H", "H", "H", "N", "C", "C", "C", "C", "C", "N", "C", "H", "H", "H", "H"],
  "positions_angstrom": [[-0.1563, -0.4247, -0.9770], [0.1891, -2.7042, -2.1089], [2.5176, -0.1134, -0.3816], [-2.8789, 0.0581, -1.5901], [2.0170, 4.2838, -1.3560], [0.9811, 4.4481, -1.0585], [0.5501, 4.3849, 0.2010], [1.2571, 4.1985, 1.0173], [0.8767, -2.8045, -3.8072], [1.2497, -3.7815, -1.0455], [-1.4272, -3.5437, -2.1218], [3.3198, 1.4413, 0.1991], [3.1226, -1.1964, 0.9640], [3.6690, -0.5263, -1.7501], [-3.4137, 1.6633, -0.8219], [-4.2105, -1.0616, -0.9761], [-3.4554, 0.2928, -3.3256], [0.2681, 4.6142, -1.8717], [-0.5154, 4.4755, 0.4439], [1.1631, -3.8604, -4.0158], [1.8092, -2.2024, -3.7957], [0.2043, -2.4305, -4.6076], [1.1144, -4.8473, -1.3194], [1.0490, -3.6869, 0.0419], [2.3032, -3.5037, -1.1990], [-1.3302, -4.5913, -2.4683], [-2.1130, -3.0027, -2.7861], [-1.8779, -3.5474, -1.1167], [4.3848, 1.4374, -0.0849], [3.2662, 1.5368, 1.2920], [2.8448, 2.3236, -0.2496], [4.2205, -1.2006, 0.9943], [2.7630, -2.2174, 0.8102], [2.7456, -0.8493, 1.9335], [4.7060, -0.3523, -1.4153], [3.4669, 0.1200, -2.6186], [3.5580, -1.5762, -2.0575], [-4.3941, 2.0062, -1.1847], [-2.6713, 2.4360, -1.0645], [-3.4703, 1.6000, 0.2746], [-5.1882, -0.8946, -1.4512], [-4.3490, -0.9597, 0.1058], [-3.9296, -2.1048, -1.1634], [-4.5340, 0.5224, -3.3400], [-3.2874, -0.6064, -3.9369], [-2.9197, 1.1114, -3.8220], [0.1307, 1.0363, -4.0381], [0.8835, 0.4687, -5.0468], [0.4998, 0.6358, -6.3704], [-0.4954, 1.5818, -6.6659], [-1.1446, 2.2667, -5.6168], [-0.7474, 2.0608, -4.2869], [0.2519, 0.4759, -2.7239], [0.7306, -0.4737, -2.8353], [1.7469, -0.1192, -4.7963], [1.0987, 0.0769, -7.0732], [-0.7553, 1.7755, -7.6944], [-1.9115, 3.0382, -5.7438], [-1.1455, 2.6912, -3.4874], [2.4943, 0.4903, 4.8474], [1.4908, 0.3642, 4.2386], [0.3347, 0.1865, 3.4159], [-0.8606, -0.2259, 3.9843], [-1.9257, -0.4299, 3.1159], [-1.7524, -0.3324, 1.7362], [-0.5561, -0.0084, 1.1784], [0.3952, 0.4487, 2.0438], [-0.9712, -0.3402, 5.0638], [-2.9132, -0.6986, 3.4719], [-2.5807, -0.4895, 1.0296], [1.2377, 1.0135, 1.6396]],
  "atomic_forces_ev_per_a": [[-0.871, 1.731, 1.347], [0.116, -1.857, -0.043], [1.795, 0.058, 0.533], [-1.863, 0.686, -0.058], [-0.158, 0.311, 0.199], [-0.507, -0.458, -0.149], [0.186, -0.483, -0.095], [-0.356, 0.212, -0.169], [0.510, -0.174, 0.006], [0.224, -0.048, 0.049], [-0.374, -0.059, -0.044], [-0.437, 0.724, -0.160], [-0.363, -0.472, 0.025], [-0.268, -0.146, -0.407], [0.523, 0.162, 0.078], [0.284, -0.628, 0.251], [0.357, -0.052, -0.422], [0.295, 0.108, 0.198], [0.512, 0.201, -0.004], [-0.256, 0.651, 0.095], [-0.382, -0.397, -0.241], [0.280, -0.184, 0.648], [0.045, 0.582, 0.016], [-0.159, 0.061, -0.651], [-0.262, -0.177, -0.020], [0.036, 0.533, 0.133], [0.121, -0.198, 0.027], [0.241, -0.067, -0.243], [-0.436, -0.153, 0.083], [-0.032, -0.076, -0.271], [0.182, -0.144, 0.123], [-0.282, 0.071, -0.074], [0.203, 0.024, 0.140], [0.153, -0.072, -0.205], [-0.461, -0.147, -0.133], [0.140, -0.155, 0.225], [0.118, 0.250, 0.049], [0.287, -0.352, -0.056], [-0.209, -0.066, 0.051], [0.068, -0.100, -0.313], [0.443, 0.237, 0.008], [0.001, 0.028, -0.176], [-0.151, 0.133, 0.004], [0.420, -0.127, 0.229], [-0.062, 0.164, 0.247], [-0.183, -0.248, 0.253], [0.324, 0.255, -0.738], [-0.669, -0.514, 0.203], [0.310, 1.073, 0.625], [-0.407, -0.354, 0.536], [0.977, 0.336, 0.070], [-0.714, -0.023, 0.134], [1.671, -2.132, 0.091], [-0.754, 2.585, -0.854], [0.164, -0.509, 0.025], [-0.269, 0.309, -0.574], [-0.171, -0.006, -0.060], [0.426, -0.333, -0.500], [-0.128, -0.432, -0.166], [-3.120, -0.436, -1.894], [3.404, 0.818, 1.695], [-0.005, 0.505, -0.199], [-0.620, -0.247, -0.271], [-0.561, -0.082, -0.546], [0.215, -0.382, 0.190], [-0.198, 1.281, 0.777], [0.163, -0.842, -0.099], [0.087, -0.076, -0.311], [0.102, 0.069, 0.139], [0.491, -0.235, 0.596], [-0.188, -0.513, 0.045]],
  "mulliken_charge": [-0.436, 1.218, 1.078, 0.796, 0.331, -0.543, -0.557, 0.300, -1.076, -1.346, -1.306, -1.292, -0.891, -1.273, -1.186, -1.195, -1.069, 0.250, 0.288, 0.500, 0.228, 0.366, 0.526, 0.368, 0.318, 0.550, 0.324, 0.400, 0.508, 0.487, 0.105, 0.454, 0.250, 0.138, 0.546, 0.369, 0.294, 0.445, 0.288, 0.398, 0.438, 0.425, 0.284, 0.509, 0.374, 0.226, 0.914, -0.688, -0.802, -0.735, -0.208, -0.941, 0.550, 0.049, 0.674, 0.477, 0.460, 0.469, 0.607, -0.377, -0.409, 0.536, -0.484, -0.981, 0.070, 0.481, -0.821, 0.554, 0.491, -0.131, 1.039],
  "homo_lumo_gap_ev": 6.94,
  "total_charge": 3,
  "e_tot_ev": -78084.7241,
  "e_above_lowest_kcal_mol": 3.73
}